{
  "formula": "C27H30As2N3O17P2Rh",
  "method": "ωB97M-V/def2-TZVPD",
  "species": ["Rh", "O", "C", "C", "C", "C", "C", "C", "C", "O", "N", "N", "C", "C", "C", "C", "C", "C", "N", "H", "H", "H", "H", "H", "H", "H", "H", "H", "H", "O", "P", "O", "O", "O", "P", "O", "O", "O", "H", "H", "C", "O", "C", "O", "C", "C", "As", "C", "C", "C", "As", "C", "C", "O", "O", "C", "C", "O", "O", "C", "C", "O", "O", "C", "H", "H", "H", "H", "H", "H", "H", "H", "H", "H", "H", "H", "H", "H", "H", "H", "H", "H"],
  "positions_angstrom": [[-0.254, -1.766, 0.739], [1.051, -2.656, -4.447], [2.178, -2.153, -3.909], [3.244, -1.894, -4.771], [4.425, -1.377, -4.282], [4.579, -1.104, -2.922], [3.532, -1.358, -2.064], [2.322, -1.881, -2.541], [1.230, -2.078, -1.587], [1.447, -1.832, -0.351], [0.040, -2.463, -2.046], [-0.854, -2.461, -1.030], [-2.044, -2.923, -1.135], [-2.861, -2.863, 0.073], [-4.148, -3.361, 0.160], [-4.808, -3.284, 1.379], [-4.169, -2.714, 2.464], [-2.878, -2.228, 2.307], [-2.256, -2.297, 1.138], [0.407, -2.792, -3.723], [3.114, -2.114, -5.822], [5.241, -1.184, -4.966], [5.509, -0.704, -2.544], [3.617, -1.158, -1.004], [-2.393, -3.362, -2.062], [-4.611, -3.814, -0.705], [-5.812, -3.674, 1.476], [-4.649, -2.641, 3.428], [-2.334, -1.768, 3.120], [2.098, -3.763, 2.467], [0.588, -4.280, 2.560], [0.399, -5.613, 3.126], [-0.042, -3.935, 1.217], [-0.066, -3.162, 3.623], [0.467, -1.678, 3.802], [-0.625, -1.029, 4.783], [1.833, -1.608, 4.340], [0.164, -0.939, 2.467], [2.429, -3.334, 3.276], [-0.332, -1.111, 5.702], [-1.634, 0.095, -4.439], [-1.329, 0.410, -3.072], [-0.280, 1.232, -2.899], [0.322, 1.760, -3.811], [0.006, 1.478, -1.491], [1.162, 2.252, -1.143], [0.853, 4.059, -0.484], [-0.732, 4.518, -1.534], [-0.112, 3.393, 1.134], [-0.807, 2.265, 1.254], [-1.035, 0.799, -0.015], [-2.886, 1.034, -0.591], [-1.502, 1.847, 2.509], [-2.364, 0.996, 2.495], [-1.107, 2.491, 3.595], [-1.736, 2.088, 4.823], [0.005, 4.434, 2.215], [-0.774, 5.347, 2.264], [1.070, 4.386, 3.018], [1.970, 3.267, 2.936], [2.372, 1.566, -0.628], [2.274, 0.675, 0.178], [3.570, 2.016, -1.014], [3.663, 2.826, -2.194], [-2.487, -0.575, -4.400], [-0.787, -0.402, -4.909], [-1.878, 1.002, -4.990], [-0.425, 4.655, -2.570], [-1.126, 5.453, -1.139], [-1.495, 3.745, -1.473], [-3.058, 2.016, -1.024], [-3.504, 0.904, 0.296], [-3.108, 0.264, -1.325], [-1.302, 2.722, 5.589], [-1.521, 1.037, 5.013], [-2.811, 2.240, 4.759], [2.738, 3.461, 3.678], [2.436, 3.203, 1.952], [1.459, 2.334, 3.164], [4.602, 2.556, -2.672], [3.680, 3.881, -1.918], [2.836, 2.627, -2.877]],
  "atomic_forces_ev_per_a": [[-0.334, 0.170, -0.241], [0.184, 0.041, -0.173], [-0.044, -0.022, -0.118], [-0.020, -0.013, -0.019], [-0.013, 0.005, 0.008], [-0.036, 0.003, -0.018], [0.025, -0.043, 0.036], [0.055, 0.020, 0.045], [0.098, 0.179, 0.087], [0.102, -0.321, -0.098], [-0.177, -0.008, 0.104], [0.027, 0.001, 0.154], [0.004, -0.017, 0.029], [0.029, 0.024, -0.032], [0.017, -0.004, -0.010], [0.001, 0.003, 0.004], [0.022, 0.006, -0.001], [-0.066, 0.000, 0.007], [-0.057, -0.081, 0.027], [-0.146, 0.012, 0.053], [0.003, 0.002, -0.014], [0.007, -0.002, -0.009], [0.012, 0.005, 0.016], [0.001, 0.006, -0.004], [0.010, 0.026, -0.005], [-0.002, -0.006, -0.007], [-0.003, -0.001, 0.003], [-0.007, 0.001, 0.006], [-0.033, 0.019, 0.012], [0.005, 0.067, 0.107], [0.007, -0.042, -0.143], [-0.028, -0.001, 0.020], [0.117, 0.076, 0.119], [0.014, 0.095, 0.048], [0.037, -0.093, -0.166], [0.040, -0.081, 0.189], [-0.012, 0.048, 0.022], [0.115, 0.069, 0.156], [-0.028, -0.059, -0.092], [-0.009, -0.039, -0.106], [0.028, -0.023, 0.000], [0.094, -0.141, -0.062], [-0.244, 0.344, 0.048], [0.085, -0.163, 0.004], [0.114, -0.038, -0.037], [-0.040, -0.056, -0.019], [0.006, -0.032, 0.035], [0.010, -0.004, -0.005], [0.056, 0.057, -0.044], [0.188, -0.169, 0.100], [-0.011, -0.171, -0.168], [-0.054, 0.003, 0.038], [-0.191, 0.106, 0.064], [0.059, -0.062, 0.019], [0.096, -0.053, -0.074], [-0.056, -0.031, 0.119], [0.007, -0.048, 0.036], [-0.014, 0.011, 0.013], [-0.031, 0.029, -0.066], [-0.014, -0.045, 0.017], [0.015, 0.075, 0.094], [0.014, 0.232, 0.056], [-0.010, -0.103, -0.004], [-0.001, 0.062, -0.044], [-0.028, 0.014, -0.008], [0.031, 0.004, 0.006], [-0.002, -0.018, 0.001], [-0.007, 0.006, 0.003], [-0.006, -0.004, 0.000], [-0.010, -0.008, 0.001], [0.025, 0.006, -0.019], [0.038, 0.010, -0.018], [-0.010, 0.016, 0.001], [-0.010, 0.020, -0.014], [-0.039, 0.110, -0.053], [0.009, 0.030, -0.007], [-0.015, -0.007, -0.001], [0.001, 0.018, -0.009], [0.001, -0.003, 0.002], [-0.010, 0.007, 0.012], [-0.005, -0.019, -0.013], [0.018, -0.007, -0.002]],
  "mulliken_charge": [0.651, -0.679, 0.577, -0.694, -0.406, -0.848, -0.743, 0.318, 0.962, -0.876, -1.566, 1.417, -0.830, 0.939, -1.056, -0.339, -1.249, -0.217, 0.713, 0.655, 0.460, 0.406, 0.483, 0.527, 0.455, 0.517, 0.437, 0.483, 0.355, -0.431, 0.665, -0.855, -0.095, -0.359, 0.849, -0.539, -0.768, -0.251, 0.335, 0.318, -0.795, -0.155, 0.089, -0.635, -0.089, -0.907, 0.044, -0.862, 0.300, 0.058, 2.553, -1.371, -0.456, -0.650, -0.174, -0.542, 0.240, -0.598, -0.362, -0.208, 1.256, -0.401, -0.406, -0.814, 0.258, 0.248, 0.310, 0.386, 0.429, 0.084, 0.405, 0.494, 0.313, 0.281, 0.078, 0.305, 0.410, 0.097, 0.089, 0.332, 0.313, 0.336],
  "s2": 6.019,
  "e_above_lowest_kcal_mol": 10.8,
  "spin_multiplicity": 5,
  "total_charge": 0,
  "total_energy_ha": -7755.19084
}